1.
{"formula": "C6H7FO", "method": "ωB97M-V/def2-TZVPD", "symbols": ["C", "C", "C", "O", "C", "C", "C", "F", "H", "H", "H", "H", "H", "H", "H"], "coordinates": [[0.65, -1.72, 0.66], [-0.27, -0.55, 0.41], [-0.45, -0.27, -1.37], [-0.41, -1.13, -2.18], [-0.57, 1.18, -1.44], [-0.26, 1.78, -0.29], [0.18, 0.84, 0.81], [-0.34, 1.26, 2.02], [1.69, -1.42, 0.55], [0.44, -2.51, -0.06], [0.50, -2.13, 1.66], [-1.28, -0.73, 0.76], [-0.87, 1.67, -2.35], [-0.29, 2.84, -0.11], [1.27, 0.91, 0.92]], "smiles": "C[C@@H]1C(=O)C=C[C@H]1F", "e_homo_ev": -9.3}

2.
{"formula": "C9H3Co2N3O6", "method": "ωB97M-V/def2-TZVPD", "symbols": ["O", "C", "Co", "C", "O", "C", "O", "C", "C", "C", "Co", "C", "O", "C", "O", "C", "O", "H", "H", "H", "N", "N", "N"], "coordinates": [[-3.64, 0.97, 0.71], [-2.56, 1.28, 0.46], [-0.90, 1.77, 0.06], [-1.03, 1.50, -1.69], [-1.13, 1.39, -2.84], [-1.24, 3.48, 0.29], [-1.47, 4.61, 0.41], [0.05, 0.38, 1.15], [0.37, -0.80, 0.48], [-0.10, -2.06, 0.29], [1.42, 0.56, 0.02], [1.57, 0.10, -1.65], [1.66, -0.14, -2.78], [3.12, 0.26, 0.57], [4.22, 0.09, 0.90], [1.38, 2.40, -0.24], [1.79, 3.47, -0.40], [-0.16, 0.45, 2.22], [0.53, -2.66, -0.36], [-1.10, -2.27, 0.68], [0.07, -4.31, 0.69], [-0.94, -4.92, 0.56], [-1.93, -5.56, 0.45]], "e_homo_ev": -0.2, "total_charge": -2}

3.
{"formula": "C34H39AsBMnN6O3SSe2", "method": "ωB97M-V/def2-TZVPD", "symbols": ["Mn", "C", "C", "N", "N", "C", "B", "N", "C", "C", "C", "N", "N", "C", "C", "C", "N", "H", "H", "H", "H", "H", "H", "H", "H", "H", "H", "O", "C", "C", "C", "O", "C", "Se", "C", "Se", "H", "H", "H", "H", "H", "H", "H", "H", "H", "H", "C", "C", "C", "C", "C", "C", "As", "C", "C", "C", "C", "C", "C", "C", "C", "C", "C", "C", "C", "H", "H", "H", "H", "H", "H", "H", "H", "H", "H", "H", "H", "H", "C", "S", "C", "O", "H", "H", "H", "H", "H", "H"], "coordinates": [[1.74, 1.28, 0.24], [0.69, 0.00, -3.82], [1.21, -0.17, -2.57], [0.96, 0.87, -1.79], [0.29, 1.76, -2.55], [0.18, 1.27, -3.80], [-0.46, 3.05, -2.15], [0.37, 3.91, -1.16], [0.29, 5.26, -0.97], [1.05, 5.59, 0.13], [1.58, 4.34, 0.60], [1.16, 3.38, -0.19], [-1.87, 2.73, -1.60], [-3.02, 3.06, -2.16], [-4.07, 2.72, -1.34], [-3.42, 2.15, -0.23], [-2.10, 2.18, -0.34], [0.70, -0.70, -4.59], [1.75, -0.99, -2.10], [-0.29, 1.90, -4.54], [-0.69, 3.66, -3.16], [-0.20, 5.85, -1.72], [1.30, 6.57, 0.47], [2.11, 4.17, 1.48], [-3.02, 3.39, -3.23], [-5.13, 2.69, -1.58], [-3.74, 1.79, 0.73], [7.39, -1.01, 0.05], [6.66, -0.10, 0.81], [5.19, 0.01, 0.49], [4.64, 1.16, 1.42], [3.80, 2.07, 0.77], [5.02, 0.31, -0.99], [5.57, 2.02, -1.73], [4.45, -1.33, 0.81], [2.44, -1.14, 0.80], [7.35, -0.59, -0.85], [7.14, 0.89, 0.72], [6.76, -0.35, 1.85], [5.52, 1.68, 1.89], [4.03, 0.73, 2.27], [4.28, 2.38, -0.06], [3.98, 0.25, -1.25], [5.53, -0.57, -1.39], [4.80, -1.64, 1.84], [4.85, -2.07, 0.12], [-0.63, -5.41, -2.78], [0.43, -4.80, -2.16], [0.24, -3.62, -1.40], [-1.03, -3.07, -1.25], [-2.15, -3.76, -1.79], [-1.90, -4.86, -2.64], [-1.13, -1.40, -0.12], [-1.56, -2.27, 1.58], [-0.66, -2.89, 2.44], [-1.21, -3.57, 3.56], [-2.57, -3.62, 3.75], [-3.45, -2.87, 2.98], [-2.93, -2.24, 1.85], [-3.78, -1.66, 0.74], [-5.14, -1.50, 0.76], [-5.77, -0.98, -0.36], [-5.05, -0.67, -1.50], [-3.69, -0.75, -1.46], [-3.04, -1.19, -0.32], [-0.44, -6.24, -3.41], [1.48, -5.19, -2.29], [1.02, -3.10, -0.88], [-3.23, -3.49, -1.71], [-2.74, -5.27, -3.17], [0.40, -3.00, 2.24], [-0.56, -4.09, 4.24], [-3.04, -4.19, 4.56], [-4.50, -2.85, 3.30], [-5.76, -1.83, 1.62], [-6.86, -0.99, -0.37], [-5.48, -0.38, -2.43], [-3.12, -0.47, -2.37], [-0.89, 0.72, 4.12], [-1.12, 1.22, 2.47], [-1.21, 3.03, 2.84], [0.25, 1.15, 1.77], [0.04, 1.17, 4.55], [-0.67, -0.37, 4.04], [-1.79, 0.86, 4.68], [-2.14, 3.20, 3.34], [-1.08, 3.57, 1.86], [-0.37, 3.22, 3.50]], "spin_multiplicity": 6, "e_homo_ev": [-3.5, -3.5], "total_charge": -1}

4.
{"formula": "C5H11NO", "method": "ωB97M-V/def2-TZVPD", "symbols": ["C", "C", "C", "C", "N", "C", "O", "H", "H", "H", "H", "H", "H", "H", "H", "H", "H", "H"], "coordinates": [[-1.68, -0.59, -1.17], [-1.26, 0.35, -0.04], [0.26, 0.47, 0.10], [0.66, 1.55, 1.11], [0.86, -0.81, 0.46], [1.84, -1.41, -0.26], [2.29, -0.99, -1.31], [-1.31, -0.24, -2.13], [-1.29, -1.60, -1.01], [-2.78, -0.67, -1.23], [-1.66, 1.35, -0.23], [-1.69, 0.01, 0.91], [0.70, 0.72, -0.87], [0.25, 2.52, 0.82], [0.28, 1.31, 2.12], [1.75, 1.64, 1.18], [0.60, -1.24, 1.34], [2.19, -2.35, 0.20]], "smiles": "CC[C@@H](C)NC=O", "e_homo_ev": -9.7}

5.
{"formula": "C7H11O", "method": "ωB97M-V/def2-TZVPD", "symbols": ["C", "O", "C", "C", "C", "C", "C", "C", "H", "H", "H", "H", "H", "H", "H", "H", "H", "H", "H"], "coordinates": [[2.95, -0.54, 0.57], [4.13, 0.02, 0.27], [1.67, 0.28, 0.37], [0.41, -0.59, 0.52], [-0.89, 0.18, 0.72], [-1.48, 0.56, -0.57], [-2.52, 0.47, -1.94], [-2.96, 0.41, -0.52], [2.90, -0.96, 1.66], [2.79, -1.49, -0.02], [1.63, 1.10, 1.08], [1.72, 0.81, -0.61], [0.37, -1.27, -0.33], [0.75, -1.27, 1.33], [-1.64, 0.43, 1.48], [-0.93, 1.34, -1.09], [-2.15, -0.23, -2.65], [-3.29, -0.55, -0.12], [-3.45, 1.32, -0.17]], "e_homo_ev": -2.5, "total_charge": -1}

6.
{"formula": "C2H7NO3", "method": "ωB97M-V/def2-TZVPD", "symbols": ["O", "C", "O", "H", "H", "N", "C", "O", "H", "H", "H", "H", "H"], "coordinates": [[-1.15, -2.30, -1.69], [-0.99, -1.12, -1.63], [0.16, -0.50, -1.80], [-1.84, -0.45, -1.45], [0.27, 0.28, -1.26], [1.32, -0.17, 0.90], [0.19, 0.61, 1.31], [-0.53, 1.32, 0.29], [1.07, -1.15, 0.79], [2.01, 0.10, 0.22], [-0.49, -0.15, 1.69], [0.49, 1.26, 2.13], [-0.49, 2.27, 0.49]], "smiles": "O=CO.NCO", "e_homo_ev": -9.9}

Energy above the lowest of the compared OMol25 structures with the same formula, charge and spin across the listed records, respectively: 14.1; 8.0; 16.1; 4.4; 143.6; 32.6 kcal per mole.
E across the listed records, respectively: -407.896104; -3725.854170; -10486.072603; -327.124291; -348.268688; -360.861745 hartree.